(1)
Here is a 3-piece molecular cluster, C9H26N6O5S overall from OMol25. Energies are from ωB97M-V/def2-TZVPD.

```
! wB97M-V def2-TZVPD RIJCOSX def2/J DEFGRID3
* xyz 0 1
H 0.597 2.729 0.886
S -2.040 -1.320 1.159
H -1.440 1.343 2.296
C 1.386 0.330 -1.367
C 1.514 2.043 2.709
H 1.494 0.428 -2.447
N 0.756 4.083 -2.325
H 2.617 1.936 -1.379
H 0.998 3.255 -1.794
H 1.006 4.994 -1.991
H 2.189 3.450 1.227
H -0.877 -1.513 1.785
H -0.357 -5.854 1.461
C 1.592 2.535 1.281
C 1.165 -2.734 -0.090
O -0.419 0.576 0.215
O -0.216 2.732 -3.853
H 0.983 1.094 2.755
C 1.918 -1.433 0.195
H -0.421 -0.884 -1.256
C -1.752 0.422 0.547
H 0.094 -2.652 0.080
C -0.100 0.148 -1.106
O 2.226 -0.719 -0.991
H 2.876 -1.676 0.654
C -2.391 -5.939 1.471
H -2.407 0.534 -0.316
N -1.184 -5.289 1.475
C 0.072 3.861 -3.482
H -4.387 -5.553 1.487
O -2.480 -7.152 1.450
N -3.486 -5.117 1.493
H 1.558 -3.538 0.528
H -3.001 1.305 1.861
N -0.273 4.971 -4.205
H -3.422 -4.117 1.509
H -0.777 4.824 -5.059
H -1.099 -4.291 1.493
H -0.623 0.785 -1.824
H 0.962 2.769 3.307
H 1.391 -0.799 0.906
N 1.806 1.629 -0.848
O 2.222 1.524 0.496
H -0.051 5.905 -3.922
H 2.500 1.934 3.153
N -2.065 1.447 1.503
H 1.347 -3.006 -1.128
*
```

## Properties
molar mass	330.41	g mol⁻¹
SMILES string	CCON[C@H](CO[C@H](N)S)OCC.NC(N)=O.NC(N)=O
Kohn-Sham gap	10.0	eV

---

(2)
Here is C9H27BaN4O17P2 as an isolated structure from OMol25. Energies are from ωB97M-V/def2-TZVPD.

```
! wB97M-V def2-TZVPD RIJCOSX def2/J DEFGRID3
* xyz 0 2
H 3.636 -1.282 1.072
H 0.590 -1.963 -1.556
H 0.795 -3.349 -2.608
C 0.399 2.173 5.304
H -0.693 2.190 -2.987
O 0.434 0.101 -3.022
N 0.264 0.726 -4.091
N -4.632 4.722 2.444
P 1.241 1.134 2.873
O -2.624 0.347 -2.191
H -2.761 -2.903 -3.859
H 0.770 1.529 -0.048
H -2.751 4.162 1.832
C 2.334 -5.744 0.881
H -1.500 1.652 -4.487
C 2.889 -1.447 0.296
C -2.255 -2.066 -4.340
O -5.290 5.189 1.536
H 3.285 2.774 3.451
H -1.615 -1.544 -3.629
O 2.606 -2.807 0.416
C 0.675 2.433 0.554
H 0.755 3.090 5.772
O -1.751 -0.566 -0.493
H 1.372 3.207 0.235
O 1.405 1.663 4.433
C 3.749 2.090 2.740
O 0.442 -0.101 2.631
H 4.610 1.688 3.274
O 0.649 2.371 2.033
O 0.131 -2.563 1.501
H 2.831 -6.241 1.713
N -1.424 -2.574 -5.470
C -3.671 3.650 2.115
Ba -1.999 -1.186 2.161
H 1.773 -6.525 0.368
P 1.110 -3.389 0.732
O 1.414 -4.872 1.476
H -0.017 2.708 -4.601
H -3.510 2.950 2.935
C -0.550 1.941 -4.039
C 0.244 -2.980 -1.742
H -0.819 -3.024 -1.980
H -0.477 2.526 4.760
O 2.804 1.109 2.376
N -2.338 0.373 -1.032
O -4.793 5.101 3.648
H 0.174 1.607 6.208
O -1.647 -2.165 -6.611
H 4.183 2.621 1.893
H -4.101 3.024 1.333
H 3.463 -1.323 -0.623
O -2.507 1.326 -0.304
O 0.606 -3.881 -0.688
O 0.884 0.456 -5.108
H 3.011 -5.269 0.171
H -2.955 -1.324 -4.724
H 2.049 -0.757 0.209
O -0.597 -3.510 -5.293
H -0.296 2.723 0.151
*
```

## Properties
molar mass	662.60	g mol⁻¹
Kohn-Sham gap (spin up / spin down)	3.8 / 9.3	eV

---

(3)
Here is C9H27Be2ClN3O5 as an isolated structure from OMol25. Energies are from ωB97M-V/def2-TZVPD.

```
! wB97M-V def2-TZVPD RIJCOSX def2/J DEFGRID3
* xyz 5 1
C -18.173 20.091 -7.150
C -15.014 18.295 -8.531
C -19.041 18.829 -7.129
H -18.891 16.151 -7.166
O -9.293 13.012 -6.235
N -17.511 17.740 -8.693
H -16.748 12.781 -7.458
C -16.521 19.690 -9.992
C -19.792 18.617 -9.443
H -15.371 13.490 -6.687
H -19.349 18.408 -10.417
H -15.739 20.432 -9.830
H -3.746 14.436 -7.130
H -14.663 17.652 -9.338
C -18.928 17.911 -8.337
H -20.068 19.149 -6.952
H -16.414 19.220 -10.969
H -16.229 19.333 -6.456
N -15.973 13.427 -7.495
C -16.527 18.822 -8.741
H -17.452 20.240 -10.133
H -19.750 19.688 -9.245
C -16.704 19.673 -7.376
H -4.281 15.186 -5.694
H -20.559 16.664 -7.777
H -20.802 18.227 -9.315
H -15.055 17.602 -7.691
Cl -9.421 14.007 -7.221
H -16.221 20.625 -7.596
Be -9.349 10.295 -2.301
H -3.649 16.002 -6.667
C -19.506 16.493 -7.999
O -8.607 13.564 -8.278
O -17.215 16.930 -9.774
H -19.425 15.738 -8.780
H -15.386 13.158 -8.272
O -8.853 15.223 -6.841
H -5.136 15.426 -7.144
Be -8.017 10.080 -10.665
H -18.799 18.261 -6.230
N -4.257 15.196 -6.703
H -18.281 20.561 -6.172
H -18.568 20.766 -7.909
O -10.673 14.208 -7.770
H -17.690 17.427 -10.445
H -14.388 19.187 -8.482
H -16.274 14.358 -7.746
*
```

## Properties
relative energy (zero: lowest compared OMol25 entry of this formula, charge and spin)	34.3	kJ/mol
molar mass	310.81	g mol⁻¹
Kohn-Sham gap	1.1	eV

---

(4)
Here is C9H27BrNaO12P2S as an isolated structure from OMol25. Energies are from ωB97M-V/def2-TZVPD.

```
! wB97M-V def2-TZVPD RIJCOSX def2/J DEFGRID3
* xyz -1 1
H -3.487 -4.508 -0.281
H 1.444 -4.181 2.275
C 2.466 -4.555 2.221
H -0.792 -0.341 -0.625
O -0.295 4.866 -2.394
H 2.798 -6.460 -0.159
H 0.480 7.118 0.998
O 2.239 4.742 -2.302
C -3.714 -3.877 0.578
H 1.645 -7.210 -2.250
H -5.086 0.610 1.009
H 1.757 6.753 -3.166
H 0.401 3.543 4.104
O 0.814 3.767 -0.253
C 1.671 -6.132 -2.088
H -4.582 0.501 2.729
H 3.089 -4.108 2.995
O 0.727 2.927 4.789
H 2.303 -5.632 2.167
C 1.311 6.511 0.639
H -2.042 5.574 -1.625
O -2.738 -1.062 -0.604
H 1.278 5.568 1.185
O 4.381 -4.344 0.224
O 1.903 -4.507 -0.376
O 2.683 -2.444 0.623
H 2.250 7.050 0.774
H 0.743 -5.702 -2.463
O -2.546 -3.117 0.928
H -4.649 -3.327 0.466
H -1.832 0.258 -1.911
H 1.065 -6.245 -0.037
H 2.421 -5.543 -2.616
H -1.325 -1.499 -1.889
S 3.026 -3.846 0.613
P 0.929 4.778 -1.369
H 3.367 6.153 -3.330
C -1.627 4.669 -2.069
Br 3.733 -0.130 5.621
H -3.853 -4.597 1.384
C 2.325 5.835 -3.317
O -1.509 -0.880 1.782
H 2.133 5.390 -4.294
O 1.132 6.316 -0.742
O -4.097 -1.143 1.561
C 1.952 -5.914 -0.576
C -1.596 -0.618 -1.307
P -2.607 -1.489 0.974
H -3.501 0.985 1.427
H -1.811 3.935 -1.285
H -2.224 4.252 -2.881
Na 1.745 1.011 2.445
C -4.301 0.295 1.697
*
```

## Properties
relative energy (zero: lowest compared OMol25 entry of this formula, charge and spin)	0.0	kJ/mol
molar mass	524.21	g mol⁻¹
Kohn-Sham gap	4.6	eV